No. 1
# C46H35NO14

A 7-piece molecular cluster, C46H35NO14 overall (the ωB97M-V functional and the def2-TZVPD basis, OMol25).

Geometry as XYZ:
```
96
Properties=species:S:1:pos:R:3
C 8.540 -2.168 -1.926
C 8.243 -0.890 -2.239
C 6.943 -0.274 -1.895
C 6.796 0.766 -1.073
C 5.455 1.336 -0.808
O 5.316 2.447 -0.334
C 4.286 0.485 -1.114
C 4.379 -0.571 -1.917
C 3.246 -1.507 -2.238
C 2.169 -1.586 -1.163
N 1.098 -0.584 -1.328
C 5.716 -0.871 -2.533
O 5.813 -1.557 -3.533
H 8.449 -2.523 -0.902
H 8.883 -2.897 -2.654
H 8.978 -0.251 -2.725
H 7.644 1.246 -0.602
H 3.356 0.784 -0.646
H 2.793 -1.271 -3.203
H 3.702 -2.494 -2.349
H 1.711 -2.577 -1.184
H 2.629 -1.481 -0.175
H 1.328 0.023 -2.109
H 1.055 0.028 -0.523
O -5.517 -1.250 1.339
C -4.439 -0.748 1.098
C -4.017 -0.478 -0.300
C -2.835 0.066 -0.568
C -1.894 0.429 0.520
O -0.820 0.934 0.267
C -2.313 0.155 1.915
C -3.496 -0.389 2.187
H -4.723 -0.749 -1.075
H -2.498 0.274 -1.577
H -1.606 0.428 2.689
H -3.823 -0.598 3.196
O 0.906 -5.388 3.924
C -0.097 -4.727 4.083
C -0.120 -3.579 5.029
C -1.220 -2.853 5.205
C -2.469 -3.158 4.463
O -3.471 -2.492 4.614
C -2.448 -4.304 3.519
C -1.348 -5.030 3.342
H 0.804 -3.378 5.556
H -1.262 -2.013 5.887
H -3.373 -4.503 2.992
H -1.306 -5.869 2.660
O -8.541 -4.439 2.469
C -9.066 -3.345 2.479
C -10.513 -3.195 2.791
C -11.095 -2.000 2.800
C -10.323 -0.764 2.499
O -10.859 0.324 2.509
C -8.881 -0.918 2.189
C -8.295 -2.112 2.179
H -11.053 -4.109 3.007
H -12.145 -1.862 3.023
H -8.336 -0.007 1.973
H -7.245 -2.230 1.955
O 4.366 -1.751 -9.189
C 3.743 -1.272 -8.268
C 2.417 -0.632 -8.489
C 1.728 -0.102 -7.482
C 2.257 -0.131 -6.095
O 1.631 0.344 -5.168
C 3.577 -0.767 -5.876
C 4.269 -1.298 -6.879
H 2.056 -0.626 -9.509
H 0.762 0.368 -7.616
H 3.947 -0.775 -4.861
H 5.234 -1.767 -6.734
O -5.172 6.085 -2.890
C -5.196 5.209 -2.054
C -6.443 4.881 -1.314
C -6.467 3.920 -0.395
C -5.250 3.133 -0.071
O -5.280 2.256 0.766
C -4.003 3.461 -0.807
C -3.978 4.422 -1.726
H -7.317 5.467 -1.569
H -7.362 3.662 0.158
H -3.125 2.881 -0.552
H -3.082 4.680 -2.277
O 8.606 5.083 2.718
C 7.637 4.612 3.274
C 7.467 4.721 4.747
C 6.407 4.201 5.359
C 5.347 3.491 4.597
O 4.382 3.018 5.158
C 5.517 3.383 3.126
C 6.577 3.902 2.513
H 8.252 5.243 5.280
H 6.261 4.266 6.430
H 4.735 2.864 2.587
H 6.711 3.831 1.441
```

Output
2S+1: 1
Frontier orbital gap: 7.36 eV
Charge: 0
HOMO: -9.07 eV

---

No. 2
# C46H36N2O3P2Rh

C46H36N2O3P2Rh as an isolated structure (the ωB97M-V functional and the def2-TZVPD basis, OMol25).

Geometry as XYZ:
```
90
Properties=species:S:1:pos:R:3
Rh -0.019 0.057 -0.030
N 0.977 -0.489 2.583
P 0.885 -1.721 1.403
C 1.374 -3.111 2.520
C 0.473 -3.488 3.523
C 0.761 -4.523 4.402
C 1.964 -5.212 4.294
C 2.865 -4.863 3.299
C 2.569 -3.827 2.417
C 2.425 -1.494 0.371
C 2.409 -1.970 -0.947
C 3.520 -1.855 -1.781
C 4.672 -1.252 -1.308
C 4.714 -0.770 0.000
C 3.608 -0.897 0.827
P 0.228 1.003 2.148
C 1.746 2.042 2.080
C 2.543 2.274 3.203
C 3.703 3.033 3.113
C 4.087 3.573 1.892
C 3.306 3.351 0.767
C 2.143 2.592 0.860
C -0.461 1.496 3.767
C -0.697 0.588 4.797
C -1.236 1.007 6.009
C -1.561 2.342 6.204
C -1.351 3.258 5.180
C -0.811 2.835 3.973
H 1.869 -0.416 3.067
H -0.474 -2.965 3.625
H 0.045 -4.794 5.171
H 2.193 -6.020 4.979
H 3.803 -5.399 3.205
H 3.296 -3.594 1.646
H 1.476 -2.473 -1.307
H 3.479 -2.234 -2.792
H 5.540 -1.154 -1.952
H 5.613 -0.293 0.376
H 3.686 -0.518 1.842
H 2.268 1.862 4.170
H 4.308 3.203 3.997
H 4.993 4.164 1.819
H 3.603 3.765 -0.191
H 1.555 2.418 -0.033
H -0.465 -0.464 4.668
H -1.406 0.286 6.800
H -1.983 2.669 7.148
H -1.609 4.301 5.319
H -0.660 3.567 3.185
C -3.825 -1.307 1.507
C -4.623 -1.163 0.377
C -4.078 -0.682 -0.805
C -2.727 -0.336 -0.884
C -1.935 -0.489 0.266
C -2.479 -0.969 1.450
C -2.060 0.182 -2.085
C -2.688 0.401 -3.321
C -1.951 0.892 -4.369
C -0.585 1.168 -4.194
C 0.219 1.676 -5.236
C 1.551 1.935 -5.021
C 2.116 1.693 -3.756
C 1.340 1.198 -2.738
C -0.026 0.921 -2.924
N -0.768 0.433 -1.895
H -4.252 -1.682 2.431
H -5.674 -1.426 0.420
H -4.732 -0.582 -1.666
H -1.846 -1.076 2.323
H -3.739 0.193 -3.466
H -2.431 1.063 -5.327
H -0.208 1.866 -6.215
H 2.165 2.326 -5.825
H 3.166 1.896 -3.579
H 1.784 1.014 -1.767
O 1.505 -1.324 -2.973
C 0.842 -2.032 -2.192
O 0.230 -1.627 -1.098
C 0.684 -3.508 -2.571
C 1.287 -4.013 -3.719
C 1.148 -5.351 -4.068
C 0.399 -6.203 -3.265
C -0.208 -5.711 -2.117
C -0.065 -4.373 -1.775
H 1.871 -3.345 -4.343
H 1.626 -5.723 -4.966
H 0.288 -7.247 -3.535
H -0.795 -6.366 -1.483
H -0.537 -3.984 -0.878
O -0.532 1.746 -0.045
```

Output
2S+1: 1
Frontier orbital gap: 5.75 eV
Charge: -1
HOMO: -3.09 eV

---

No. 3
# C46H37Cl2N5O3OsP

C46H37Cl2N5O3OsP as an isolated structure (the ωB97M-V functional and the def2-TZVPD basis, OMol25).

Geometry as XYZ:
```
95
Properties=species:S:1:pos:R:3
Os 0.619 0.435 0.177
Cl -5.340 -2.824 1.395
C -3.945 -1.826 1.579
C -3.060 -1.725 0.515
C -1.935 -0.925 0.639
N -0.942 -0.751 -0.347
C -0.790 -1.571 -1.425
O -1.529 -2.453 -1.814
C 0.521 -1.326 -2.135
C 0.858 -2.038 -3.269
C 2.107 -1.835 -3.832
C 2.983 -0.933 -3.242
C 2.585 -0.258 -2.106
N 1.373 -0.453 -1.572
C -1.702 -0.206 1.823
C -2.583 -0.327 2.888
C -3.703 -1.136 2.760
Cl -4.781 -1.263 4.101
N -0.566 0.638 1.791
C -0.445 1.730 2.619
O -0.930 1.860 3.723
C 0.310 2.870 1.981
C 0.628 4.006 2.700
C 1.268 5.041 2.036
C 1.556 4.904 0.686
C 1.202 3.732 0.036
N 0.586 2.744 0.679
H -3.245 -2.272 -0.394
H 0.131 -2.733 -3.667
H 2.402 -2.381 -4.719
H 3.969 -0.755 -3.647
H 3.224 0.448 -1.595
H -2.408 0.207 3.806
H 0.360 4.059 3.745
H 1.533 5.946 2.565
H 2.044 5.696 0.135
H 1.391 3.571 -1.017
N 2.353 0.606 0.966
P 3.207 -0.496 1.759
C 2.342 -1.108 3.208
C 2.247 -2.458 3.536
C 1.526 -2.843 4.659
C 0.901 -1.888 5.445
C 1.004 -0.539 5.128
C 1.730 -0.149 4.019
C 4.755 0.230 2.302
C 5.512 -0.404 3.287
C 6.727 0.136 3.672
C 7.183 1.307 3.078
C 6.427 1.943 2.104
C 5.209 1.406 1.713
C 3.599 -1.914 0.713
C 2.566 -2.754 0.291
C 2.825 -3.788 -0.591
C 4.119 -3.988 -1.062
C 5.148 -3.157 -0.649
C 4.891 -2.119 0.238
H 2.728 -3.207 2.921
H 1.449 -3.892 4.914
H 0.329 -2.195 6.311
H 0.509 0.206 5.738
H 1.821 0.903 3.772
H 5.144 -1.309 3.757
H 7.318 -0.347 4.439
H 8.132 1.728 3.384
H 6.784 2.859 1.654
H 4.592 1.891 0.967
H 1.556 -2.606 0.663
H 2.023 -4.443 -0.905
H 4.323 -4.800 -1.748
H 6.155 -3.319 -1.011
H 5.697 -1.473 0.563
C -5.132 -1.503 -3.056
C -3.939 -0.604 -3.187
C -3.074 -0.704 -4.268
C -1.951 0.103 -4.372
C -1.064 -0.030 -5.585
C -1.665 1.009 -3.338
C -0.393 1.744 -3.396
O 0.208 2.145 -2.414
C -2.565 1.175 -2.261
C -2.404 2.221 -1.192
C -3.687 0.365 -2.219
H -5.182 -2.221 -3.873
H -6.056 -0.923 -3.051
H -5.085 -2.056 -2.116
H -3.278 -1.431 -5.046
H -1.459 -0.791 -6.255
H -0.043 -0.314 -5.322
H -1.009 0.905 -6.147
H 0.049 1.905 -4.392
H -2.029 3.162 -1.592
H -1.704 1.902 -0.419
H -3.366 2.403 -0.715
H -4.389 0.484 -1.400
```

Output
2S+1: 5
Frontier orbital gap (spin up / spin down): 6.83 / 6.07 eV
Charge: +1
HOMO (spin up / spin down): -9.80 / -10.29 eV